Record 1
DFT (wB97M-V/def2-TZVPD) results for a molecular structure, C51H61N6Sm.

ORCA input file:
```
! wB97M-V def2-TZVPD RIJCOSX def2/J DEFGRID3
* xyz 0 6
Sm 13.76003 13.67528 12.34248
C 12.20972 7.69726 14.54924
C 13.45769 8.38107 15.11669
C 14.02396 9.48484 14.25751
C 15.09142 9.44699 13.43623
C 16.09678 8.34722 13.26303
C 17.29916 8.50993 14.16662
C 15.32826 10.80146 12.93246
N 14.34364 11.62372 13.43227
C 13.53864 10.87685 14.22157
C 12.46919 11.33435 14.95252
C 12.05546 12.66068 15.14846
C 11.07374 13.08526 16.10180
C 10.18118 12.17479 16.90907
C 9.16018 11.47196 15.93447
C 11.17057 14.42291 16.19768
C 12.17507 14.82696 15.22191
C 12.64396 16.11500 15.05166
C 13.69291 16.54625 14.26468
N 14.41063 15.75197 13.41721
C 15.41620 16.51733 12.89392
C 16.45011 16.04365 12.04788
C 16.76437 14.72774 11.73167
N 16.10566 13.64492 12.22256
C 16.71253 12.53943 11.74581
C 16.33477 11.22832 12.05574
C 17.82270 12.91546 10.88106
C 17.84957 14.27157 10.87055
C 18.78928 15.17453 10.17718
C 19.92474 15.69455 11.05923
C 18.72245 11.94010 10.19040
C 18.02120 11.26175 8.97511
C 15.26096 17.88112 13.32525
C 14.20200 17.89813 14.21200
C 13.60914 19.07710 14.93306
C 12.34627 19.65226 14.25138
C 16.20816 19.00884 13.04432
C 17.53554 18.91705 13.81920
N 12.66650 13.73888 14.58091
C 10.35730 15.31822 17.07896
C 9.05041 15.71098 16.39622
H 11.73542 7.10366 15.32662
H 12.47998 7.04094 13.71570
H 11.51998 8.46078 14.19557
H 14.20692 7.62186 15.28766
H 13.20391 8.82213 16.08945
H 16.45073 8.34435 12.22913
H 15.58544 7.37546 13.37583
H 17.78565 9.45048 13.93503
H 18.05206 7.74765 14.00312
H 17.04236 8.54572 15.23993
H 11.90542 10.59017 15.53061
H 9.62041 12.71203 17.64082
H 10.74988 11.40847 17.42038
H 8.60185 12.16031 15.32215
H 8.43706 10.91303 16.51423
H 9.68497 10.86373 15.21557
H 12.18585 16.87752 15.67024
H 17.10825 16.81689 11.66242
H 16.96861 10.45107 11.63330
H 18.21599 16.01138 9.77309
H 19.21056 14.63806 9.31674
H 19.51771 16.25011 11.92725
H 20.54732 16.39688 10.51343
H 20.52024 14.87647 11.45800
H 19.02225 11.14336 10.88294
H 19.64788 12.44712 9.85951
H 17.10401 10.77272 9.26132
H 18.66476 10.53205 8.47118
H 17.78742 12.03854 8.23274
H 14.31732 19.91266 14.95300
H 13.43919 18.82795 15.94902
H 12.64405 20.03776 13.27727
H 11.89238 20.46979 14.82724
H 11.61095 18.87579 14.07242
H 15.73714 19.96514 13.21311
H 16.45217 19.02607 11.98838
H 17.40454 18.82273 14.89074
H 18.13068 19.81084 13.54192
H 18.10494 18.05333 13.52233
H 10.94369 16.23124 17.26976
H 10.15632 14.85369 18.04938
H 9.30656 16.15088 15.43385
H 8.47590 16.45548 16.96516
H 8.44981 14.83153 16.20048
N 11.41324 15.08658 11.90910
C 10.27469 14.30719 12.10469
C 9.07878 14.82989 12.45717
C 7.94454 13.99660 12.68831
C 8.00914 12.65652 12.50945
C 9.26016 12.05613 12.11982
C 9.44852 10.64278 12.04318
C 10.66307 10.14112 11.74923
C 11.73492 11.04092 11.62580
N 11.60374 12.35720 11.68364
C 10.36116 12.89127 11.91851
H 11.31772 16.02372 12.32655
H 11.69289 15.14253 10.95312
H 9.01216 15.90399 12.60522
H 7.00668 14.49056 12.93834
H 7.07269 12.07617 12.60189
H 8.61327 9.99497 12.25360
H 10.82781 9.09714 11.60717
H 12.74349 10.67187 11.56068
C 13.62242 15.02241 6.49667
C 13.32862 13.76282 7.30200
C 11.86803 13.36976 6.97631
C 14.25155 12.63638 6.89720
C 13.50082 14.04899 8.73779
C 13.69013 14.26028 9.91736
H 13.49686 14.74233 5.43568
H 14.61368 15.43649 6.67747
H 12.86544 15.77195 6.67594
H 11.75254 13.29880 5.87658
H 11.14573 14.11076 7.35180
H 11.63510 12.41541 7.44092
H 14.20763 12.47587 5.80448
H 13.98323 11.71650 7.40017
H 15.25357 12.89023 7.22842
*
```

Computed properties:
LUMO energy (spin up / spin down)	-0.6 / -0.6	eV
highest occupied orbital energy (spin up / spin down)	-6.4153 / -6.4069	eV
orbital gap (spin up / spin down)	0.2129 / 0.2123	Eh
<S²>	8.76

---

Record 2
DFT (wB97M-V/def2-TZVPD) results for a molecular structure, C51H62BaClIN3O9PS.

ORCA input file:
```
! wB97M-V def2-TZVPD RIJCOSX def2/J DEFGRID3
* xyz -2 1
Ba 0.63080 0.03806 -0.11268
C -2.25646 -5.21495 -1.52159
C -1.42456 -3.93887 -1.62225
C -2.11658 -2.97376 -2.59204
P -1.05456 -2.98901 -0.04983
C 0.30881 -3.99779 0.76259
C 0.35216 -5.51908 0.64283
C 0.40087 -3.56738 2.22837
C -2.52212 -3.17892 1.00308
C -2.97534 -4.40416 1.49422
C -4.06660 -4.53472 2.33835
C -4.55149 -5.88497 2.80343
C -4.71809 -3.35477 2.71053
C -4.29602 -2.12360 2.26899
C -3.18108 -1.96788 1.38831
N -2.78565 -0.76765 0.92383
C -3.25418 0.38700 1.55373
C -2.86458 0.71119 2.87016
C -1.95348 -0.21231 3.63110
C -3.27778 1.90738 3.43694
C -4.04761 2.83313 2.74064
C -4.47099 4.12993 3.38217
C -4.41044 2.51383 1.44228
C -4.03958 1.31215 0.84500
C -4.49442 1.02194 -0.56218
H -2.41773 -5.62099 -2.52564
H -3.23335 -4.99860 -1.08634
H -1.78148 -5.99091 -0.92135
H -0.43101 -4.17717 -2.02178
H -3.09202 -2.67623 -2.19556
H -2.27247 -3.45424 -3.56299
H -1.52960 -2.07235 -2.74532
H 1.19214 -3.61256 0.23902
H -0.46912 -5.99747 1.17963
H 1.28618 -5.88764 1.08072
H 0.32954 -5.84276 -0.39794
H -0.45764 -3.93707 2.79280
H 0.40247 -2.47723 2.32368
H 1.31392 -3.95534 2.69133
H -2.44250 -5.30654 1.21824
H -3.78519 -6.64711 2.64880
H -5.44525 -6.20466 2.25698
H -4.80754 -5.87534 3.86623
H -5.58205 -3.41290 3.36864
H -4.82119 -1.22880 2.58213
H -2.42652 -1.17515 3.83814
H -1.64962 0.23626 4.57770
H -1.05195 -0.41696 3.04748
H -2.97770 2.13266 4.45572
H -3.68912 4.51270 4.04020
H -5.37835 4.00106 3.98021
H -4.67444 4.88977 2.62654
H -5.01034 3.21573 0.86809
H -5.55515 1.25975 -0.67716
H -4.34548 -0.02726 -0.81170
H -3.94788 1.63235 -1.28516
Cl 0.47314 1.52848 -8.15290
C -0.01874 1.82717 -6.49538
C -1.31126 2.18938 -6.24514
C -1.72379 2.43737 -4.93695
I -3.71106 3.01350 -4.58924
C -0.89061 2.33540 -3.80982
O -1.28385 2.55991 -2.62297
C 0.49156 1.95843 -4.11185
N 1.35478 1.86212 -3.06712
C 2.60882 1.56184 -3.29261
C 3.11595 1.28797 -4.57336
C 2.26988 1.34981 -5.63955
C 0.91789 1.70901 -5.44636
H -2.00819 2.28951 -7.06573
H 3.25883 1.52211 -2.42299
H 4.15603 1.01782 -4.70047
H 2.61570 1.12016 -6.63846
O 4.49293 0.65922 0.19172
H 4.22391 0.08262 -0.53549
H 3.91143 0.39350 0.92272
O 2.61181 -0.55805 2.09365
H 2.54233 -1.43347 2.48578
H 2.27710 0.05847 2.83328
O 0.40918 2.55861 -0.37709
H -0.11247 2.93936 0.33906
H -0.14151 2.65038 -1.20172
O -1.45500 -0.03550 -1.27064
H -1.73652 0.83680 -1.62144
H -2.11484 -0.31495 -0.56026
C 1.68975 -2.65457 -5.63908
C 0.80191 -1.79031 -4.96536
C 1.02927 -1.45819 -3.65862
C 2.13963 -1.95932 -2.92854
C 2.32549 -1.59800 -1.54567
C 3.40376 -2.22018 -0.93652
C 4.29435 -3.10395 -1.59960
C 4.11593 -3.40368 -2.91895
C 3.01696 -2.84547 -3.61899
C 2.77059 -3.16900 -4.97725
H 1.50898 -2.91389 -6.67608
H -0.05577 -1.38497 -5.49066
H 0.34139 -0.79143 -3.14980
H 3.60589 -2.03370 0.11904
H 5.12831 -3.53658 -1.05363
H 4.79403 -4.06863 -3.44526
H 3.45650 -3.84423 -5.48100
C 6.46153 3.30117 1.03039
C 5.13004 3.94281 1.32311
C 3.95480 3.38496 0.83001
C 2.72683 3.96918 1.09676
C 2.67984 5.12006 1.87076
C 3.83736 5.69169 2.37708
C 5.05963 5.10187 2.09414
S 1.09882 5.83894 2.24523
O 0.39809 6.06145 1.01441
O 1.32302 6.93624 3.15099
N 0.31490 4.66861 3.05857
C 0.89964 4.27466 4.34793
C 0.38971 2.89082 4.70269
C 0.92295 1.88112 3.68794
O 1.69737 1.00239 4.13636
O 0.58049 2.04827 2.48868
H 6.32918 2.37332 0.47638
H 6.99503 3.07522 1.95534
H 7.09171 3.97028 0.44009
H 3.99299 2.47280 0.24643
H 1.81791 3.52472 0.70812
H 3.75742 6.58020 2.98860
H 5.97178 5.54061 2.48386
H 0.16084 3.83926 2.47662
H 0.60768 5.01302 5.09505
H 1.99624 4.25698 4.31619
H -0.70051 2.89056 4.68242
H 0.73366 2.60810 5.69590
*
```

Computed properties:
LUMO energy	3.7	eV
highest occupied orbital energy	-2.3585	eV
orbital gap	0.2211	Eh

---

Energy above the lowest of the compared OMol25 structures with the same formula, charge and spin
In order: 7.47 6.89
Unit: kcal/mol